(1)
The following is a quantum chemistry calculation of C51H48As2IrN4S2 as an isolated structure, from the OMol25 dataset.

Last column: Löwdin charge in e.
Positions of all 108 atoms, in Å:
Ir  0.450  -0.375  -0.405  0.603
C  2.290  0.137  2.496  -0.353
C  3.372  -0.456  1.612  -0.380
As  2.954  -0.067  -0.252  1.231
C  4.167  -1.053  -1.360  -0.365
C  4.897  -2.112  -0.829  -0.114
C  5.849  -2.745  -1.614  -0.035
C  6.063  -2.330  -2.921  -0.022
C  5.331  -1.272  -3.448  -0.037
C  4.386  -0.625  -2.668  -0.092
C  3.424  1.786  -0.491  -0.407
C  3.162  2.413  -1.710  -0.163
C  3.647  3.691  -1.947  -0.049
C  4.378  4.355  -0.968  -0.025
C  4.632  3.735  0.247  -0.031
C  4.167  2.448  0.483  -0.087
As  0.547  -0.583  2.010  1.238
C  -0.794  0.386  2.942  -0.377
C  -0.688  1.776  3.030  -0.130
C  -1.541  2.464  3.876  -0.042
C  -2.479  1.764  4.634  -0.020
C  -2.580  0.384  4.533  -0.037
C  -1.746  -0.318  3.674  -0.068
C  0.464  -2.443  2.388  -0.393
C  -0.549  -3.238  1.851  -0.118
C  -0.622  -4.571  2.217  -0.030
C  0.308  -5.102  3.106  -0.010
C  1.314  -4.303  3.638  -0.023
C  1.405  -2.967  3.277  -0.087
H  2.219  1.220  2.382  0.074
H  2.428  -0.074  3.557  0.106
H  3.440  -1.535  1.741  0.051
H  4.358  -0.049  1.836  0.099
H  4.768  -2.438  0.194  0.094
H  6.435  -3.553  -1.197  0.126
H  6.813  -2.821  -3.527  0.129
H  5.508  -0.939  -4.462  0.125
H  3.845  0.214  -3.089  0.090
H  2.619  1.902  -2.498  0.092
H  3.479  4.165  -2.905  0.121
H  4.763  5.348  -1.160  0.129
H  5.216  4.241  1.004  0.128
H  4.417  1.981  1.427  0.098
H  0.070  2.321  2.477  0.080
H  -1.451  3.538  3.982  0.124
H  -3.118  2.302  5.323  0.131
H  -3.295  -0.155  5.138  0.125
H  -1.813  -1.397  3.619  0.112
H  -1.289  -2.827  1.175  0.069
H  -1.410  -5.197  1.820  0.126
H  0.243  -6.143  3.395  0.132
H  2.024  -4.715  4.343  0.131
H  2.185  -2.355  3.712  0.109
S  -1.915  -0.712  -0.554  0.778
C  -2.573  0.848  -0.440  -0.576
N  -3.860  1.044  -0.408  -0.051
C  -4.373  2.397  -0.120  -0.056
C  -3.573  3.404  -0.891  -0.047
N  -2.120  3.214  -0.646  -0.007
C  -1.288  4.457  -0.846  -0.060
C  -1.321  4.861  -2.297  -0.228
C  -2.360  5.632  -2.815  -0.039
C  -2.347  5.994  -4.153  -0.030
C  -1.298  5.597  -4.975  -0.029
C  -0.256  4.841  -4.457  -0.045
C  -0.268  4.471  -3.121  -0.038
C  -1.651  2.034  -0.435  -0.461
S  0.113  1.799  -0.308  0.723
C  -4.818  -0.071  -0.620  -0.088
C  -5.127  -0.893  0.612  -0.236
C  -5.241  -0.332  1.877  -0.043
C  -5.697  -1.105  2.938  -0.061
C  -6.023  -2.438  2.744  -0.045
C  -5.890  -3.004  1.483  -0.042
C  -5.445  -2.233  0.420  -0.035
H  -4.314  2.570  0.957  0.145
H  -5.419  2.439  -0.414  0.158
H  -3.829  4.417  -0.590  0.150
H  -3.718  3.323  -1.971  0.163
H  -0.276  4.231  -0.525  0.086
H  -1.710  5.203  -0.173  0.153
H  -3.155  6.008  -2.181  0.121
H  -3.144  6.610  -4.549  0.127
H  -1.286  5.898  -6.014  0.127
H  0.574  4.557  -5.092  0.118
H  0.554  3.901  -2.706  0.086
H  -4.391  -0.700  -1.401  0.109
H  -5.721  0.386  -1.026  0.151
H  -5.024  0.717  2.053  0.100
H  -5.836  -0.652  3.911  0.115
H  -6.403  -3.030  3.566  0.123
H  -6.159  -4.039  1.322  0.122
H  -5.380  -2.671  -0.571  0.124
N  0.220  -3.656  -2.937  0.188
C  -0.044  -2.454  -2.455  -0.156
N  0.696  -2.186  -1.366  -0.125
C  1.472  -3.335  -1.132  -0.217
C  2.376  -3.655  -0.126  -0.051
C  2.966  -4.902  -0.173  -0.032
C  2.667  -5.823  -1.189  -0.017
C  1.757  -5.524  -2.183  0.040
C  1.175  -4.266  -2.125  -0.153
H  -0.186  -4.041  -3.780  0.197
H  -0.724  -1.764  -2.930  0.125
H  2.591  -2.973  0.680  0.065
H  3.676  -5.182  0.594  0.128
H  3.154  -6.789  -1.187  0.131
H  1.511  -6.234  -2.962  0.137

Properties
* HOMO energy (spin up / spin down): -17.8 / -17.8 eV
* net charge: +4
* ⟨S²⟩: 0.764
* multiplicity: 2
* orbital gap (spin up / spin down): 5.27 / 4.22 eV
* energy above the lowest of the compared OMol25 structures with the same formula, charge and spin: 0.0 kJ/mol
* E_tot: -7562.20905 Eh

=====

(2)
The following is a quantum chemistry calculation of C51H48N4O2P2Zr as an isolated structure at a distorted geometry, from the OMol25 dataset.

Last column: Löwdin charge in e.
Positions of all 108 atoms, in Å:
Zr  0.695  1.223  -0.589  1.662
O  1.861  0.699  0.978  -0.368
C  2.970  0.050  1.267  -0.359
C  3.454  0.022  2.591  -0.062
C  4.579  -0.697  2.932  -0.080
C  5.259  -1.457  1.985  -0.085
C  4.838  -1.417  0.676  -0.036
C  3.730  -0.653  0.285  -0.147
C  3.500  -0.434  -1.111  -0.036
N  2.556  0.339  -1.529  -0.098
N  2.596  0.693  -2.853  0.080
C  1.884  1.765  -3.093  -0.451
O  1.218  2.390  -2.181  -0.202
C  1.894  2.252  -4.482  -0.160
C  1.282  3.459  -4.807  -0.028
C  1.224  3.869  -6.126  -0.077
C  1.755  3.068  -7.125  -0.078
C  2.386  1.876  -6.806  -0.082
C  2.468  1.474  -5.486  -0.035
H  2.931  0.601  3.339  0.099
H  4.933  -0.670  3.953  0.108
H  6.118  -2.048  2.269  0.102
H  5.384  -1.951  -0.089  0.113
H  4.223  -0.827  -1.831  0.140
H  0.842  4.045  -4.013  0.115
H  0.756  4.808  -6.381  0.103
H  1.667  3.369  -8.159  0.105
H  2.794  1.255  -7.592  0.107
H  2.944  0.547  -5.210  0.111
C  -1.030  1.380  3.098  -0.199
N  -1.139  -0.012  2.639  -0.509
P  0.482  -0.701  2.867  1.109
C  0.287  -1.376  4.564  -0.358
C  -0.833  -1.277  5.378  -0.097
C  -0.789  -1.721  6.690  -0.082
C  0.375  -2.264  7.207  -0.089
C  1.510  -2.338  6.413  -0.081
C  1.467  -1.883  5.109  -0.115
C  0.416  -2.241  1.861  -0.337
C  0.282  -3.506  2.425  -0.077
C  0.366  -4.638  1.634  -0.063
C  0.581  -4.532  0.271  -0.071
C  0.736  -3.279  -0.298  -0.070
C  0.665  -2.144  0.490  -0.150
P  -1.683  -0.118  0.995  1.038
C  -2.338  -1.854  1.082  -0.328
C  -2.526  -2.578  -0.089  -0.090
C  -2.996  -3.879  -0.045  -0.078
C  -3.301  -4.467  1.168  -0.087
C  -3.152  -3.742  2.338  -0.076
C  -2.676  -2.445  2.294  -0.099
C  -3.393  0.573  1.144  -0.334
C  -4.013  0.942  -0.045  -0.092
C  -5.340  1.329  -0.066  -0.076
C  -6.068  1.361  1.111  -0.083
C  -5.456  1.005  2.302  -0.074
C  -4.131  0.608  2.323  -0.091
H  -0.924  1.373  4.185  0.080
H  -1.927  1.944  2.835  0.071
H  -0.157  1.886  2.666  0.049
H  -1.743  -0.850  4.989  0.084
H  -1.664  -1.631  7.319  0.103
H  0.405  -2.611  8.231  0.101
H  2.433  -2.735  6.817  0.104
H  2.357  -1.908  4.490  0.092
H  0.089  -3.604  3.484  0.106
H  0.260  -5.613  2.086  0.108
H  0.624  -5.416  -0.348  0.107
H  0.914  -3.193  -1.362  0.096
H  0.804  -1.164  0.022  0.034
H  -2.300  -2.136  -1.050  0.094
H  -3.116  -4.435  -0.962  0.106
H  -3.656  -5.485  1.197  0.102
H  -3.403  -4.188  3.290  0.106
H  -2.541  -1.895  3.210  0.079
H  -3.455  0.914  -0.970  0.083
H  -5.805  1.605  -1.001  0.105
H  -7.106  1.658  1.099  0.103
H  -6.019  1.031  3.224  0.104
H  -3.678  0.315  3.259  0.098
C  -0.063  5.438  0.364  -0.094
C  0.221  4.023  0.883  -0.507
C  1.740  3.770  0.826  -0.102
C  -0.560  2.959  0.085  -0.306
H  0.439  6.189  0.972  0.071
H  -1.132  5.642  0.391  0.075
H  0.289  5.535  -0.663  0.078
H  -0.086  3.996  1.940  0.113
H  2.048  3.553  -0.209  0.065
H  2.021  2.933  1.475  0.057
H  2.286  4.652  1.168  0.082
H  -0.838  3.420  -0.884  0.055
H  -1.517  2.762  0.602  0.031
C  -0.810  0.210  -2.011  -0.272
C  -0.458  0.055  -3.407  -0.316
C  0.283  -1.062  -3.840  -0.044
C  0.552  -1.270  -5.168  -0.026
C  0.090  -0.362  -6.128  -0.260
C  -0.625  0.769  -5.717  -0.032
C  -0.884  0.975  -4.384  -0.038
C  0.351  -0.595  -7.488  -0.217
N  0.567  -0.801  -8.598  0.157
H  -0.990  -0.777  -1.568  0.005
H  -1.693  0.859  -1.913  0.043
H  0.623  -1.780  -3.100  0.096
H  1.107  -2.140  -5.488  0.120
H  -0.962  1.479  -6.460  0.124
H  -1.435  1.854  -4.066  0.124

Properties
* HOMO energy: -7.8 eV
* orbital gap: 7.25 eV
* energy above the lowest of the compared OMol25 structures with the same formula, charge and spin: 118.7 kJ/mol
* E_tot: -3071.53204 Eh